Formula: C28H62AlCl2I3O7P
Source: OMol25
Level of theory: wB97M-V/def2-TZVPD

Element x y z (Å)
C  -0.491  -0.668  1.463
C  -1.322  -1.557  0.558
I  -0.597  -3.560  0.521
C  -2.358  -1.095  -0.132
I  -3.487  -2.450  -1.338
Al  -3.079  0.814  -0.204
C  -5.050  0.761  -0.550
C  -6.018  0.217  0.539
C  -5.414  -0.587  1.691
Cl  -5.300  0.353  3.230
C  -2.674  1.922  1.462
C  -1.506  2.793  1.326
O  -0.358  2.557  1.505
I  -2.043  4.840  0.685
P  -2.142  1.973  -2.104
O  -0.573  2.357  -1.700
Cl  -1.825  0.384  -3.464
H  0.290  -1.246  1.954
H  -1.119  -0.247  2.247
H  -0.005  0.124  0.897
H  -5.227  0.184  -1.460
H  -5.348  1.784  -0.808
H  -6.620  1.023  0.963
H  -6.732  -0.457  0.055
H  -6.052  -1.430  1.950
H  -4.425  -0.984  1.465
H  -3.562  2.542  1.592
H  -2.569  1.321  2.367
H  -0.079  1.580  -1.400
C  5.277  -0.212  -0.636
C  3.963  -0.269  -1.397
O  2.822  0.031  -0.616
C  2.796  1.322  -0.026
C  2.868  2.456  -1.033
H  5.251  -0.887  0.222
H  6.102  -0.505  -1.287
H  5.492  0.792  -0.266
H  3.798  -1.283  -1.762
H  4.006  0.379  -2.281
H  3.590  1.420  0.723
H  1.849  1.374  0.513
H  3.810  2.455  -1.586
H  2.778  3.415  -0.522
H  2.055  2.377  -1.755
C  -4.839  -5.475  4.709
C  -3.379  -5.434  4.286
O  -3.141  -4.711  3.098
C  -3.504  -3.340  3.119
C  -2.782  -2.521  4.175
H  -5.456  -5.890  3.910
H  -4.953  -6.099  5.597
H  -5.223  -4.483  4.950
H  -3.034  -6.447  4.073
H  -2.757  -5.053  5.105
H  -4.590  -3.234  3.228
H  -3.248  -2.961  2.129
H  -3.014  -2.855  5.188
H  -3.080  -1.474  4.095
H  -1.702  -2.590  4.033
C  -7.297  5.188  3.447
C  -5.780  5.246  3.385
O  -5.273  5.885  2.231
C  -5.635  7.236  2.041
C  -5.190  8.161  3.163
H  -7.695  4.691  2.561
H  -7.611  4.627  4.329
H  -7.746  6.181  3.508
H  -5.378  4.233  3.341
H  -5.376  5.709  4.294
H  -6.715  7.331  1.873
H  -5.144  7.528  1.112
H  -5.670  7.917  4.112
H  -5.446  9.193  2.917
H  -4.110  8.093  3.303
C  10.814  -1.497  -1.247
C  9.466  -1.572  -1.944
O  8.662  -0.421  -1.772
C  9.196  0.798  -2.255
C  9.485  0.802  -3.747
H  10.682  -1.312  -0.180
H  11.349  -2.440  -1.373
H  11.443  -0.703  -1.652
H  8.880  -2.388  -1.520
H  9.597  -1.796  -3.009
H  10.092  1.079  -1.689
H  8.434  1.545  -2.030
H  10.257  0.080  -4.018
H  9.832  1.789  -4.054
H  8.583  0.560  -4.310
C  1.189  -2.934  -3.364
C  1.362  -2.468  -4.797
O  2.617  -2.810  -5.375
C  2.914  -4.190  -5.431
C  1.922  -5.009  -6.241
H  1.980  -2.533  -2.729
H  0.230  -2.589  -2.973
H  1.206  -4.022  -3.278
H  1.322  -1.379  -4.835
H  0.541  -2.836  -5.422
H  3.013  -4.606  -4.421
H  3.900  -4.249  -5.895
H  0.925  -4.995  -5.801
H  2.249  -6.049  -6.288
H  1.847  -4.621  -7.258

Summary:
Total charge = -1
F_max = 0.72 eV Å⁻¹
E_LUMO = 0.079 Eh
Orbital gap = 6.74 eV
Electronic energy = -4028.0518 a.u.